[1]
This record from OMol25 describes a molecular structure, C26H30As2N2O2Pt. The level of theory is wB97M-V/def2-TZVPD.

Atoms and positions in Å:
Pt 0.12 -0.92 -0.59
O 0.30 1.18 -1.94
C 1.20 2.07 -1.70
C 1.00 3.42 -2.11
C 1.94 4.38 -1.88
C 3.18 4.08 -1.27
C 3.43 2.79 -0.92
C 2.45 1.77 -1.09
C 2.85 0.45 -0.82
N 2.15 -0.64 -0.67
C 2.87 -1.91 -0.59
C 2.17 -2.87 -1.53
N 0.76 -2.80 -1.17
C 0.01 -3.84 -1.22
C -1.41 -3.89 -1.02
C -2.01 -5.17 -1.01
C -3.37 -5.31 -0.94
C -4.17 -4.16 -0.92
C -3.60 -2.90 -0.94
C -2.22 -2.74 -0.97
O -1.76 -1.48 -1.00
H 0.08 3.66 -2.62
H 1.75 5.39 -2.21
H 3.92 4.85 -1.13
H 4.39 2.52 -0.49
H 3.93 0.31 -0.73
H 2.82 -2.31 0.43
H 3.91 -1.77 -0.86
H 2.55 -3.89 -1.43
H 2.29 -2.54 -2.56
H 0.49 -4.79 -1.46
H -1.37 -6.04 -1.06
H -3.82 -6.29 -0.92
H -5.24 -4.26 -0.89
H -4.23 -2.02 -0.94
C -0.63 -1.09 3.10
As 0.46 -0.23 1.76
C 2.23 -0.52 2.45
C 0.19 1.68 1.85
C 0.83 2.49 2.78
C 0.59 3.86 2.76
C -0.28 4.41 1.82
C -0.92 3.59 0.89
C -0.67 2.23 0.91
As -1.53 0.94 -0.20
C -2.45 1.62 -1.74
C -3.03 0.30 0.85
H -0.32 -0.67 4.05
H -0.44 -2.16 3.08
H -1.69 -0.89 2.94
H 2.19 -0.22 3.50
H 2.96 0.09 1.92
H 2.50 -1.58 2.41
H 1.51 2.08 3.51
H 1.09 4.50 3.47
H -0.45 5.47 1.81
H -1.59 4.03 0.17
H -3.27 2.23 -1.36
H -2.86 0.76 -2.27
H -1.78 2.17 -2.38
H -3.26 1.07 1.59
H -2.84 -0.65 1.32
H -3.87 0.18 0.17

The net charge is +2. As for the orbital gap (alpha / beta): 5.48 / 5.48 eV. Its spin multiplicity is 1.

Mulliken atomic charge list, values in e, 2 entries: atom 1 (Pt): 1.8814, atom 2 (O): -0.9390


[2]
This record from OMol25 describes 2 unconnected molecules or ions with the total composition C2H2NO2S2 at a distorted geometry. The level of theory is wB97M-V/def2-TZVPD.

Atoms and positions in Å:
C 1.34 -0.85 0.75
C -1.52 -0.17 -0.26
N -0.64 0.67 -0.10
O 1.49 -1.32 -0.31
O 1.11 -0.67 1.87
S 0.15 1.62 -1.17
S 1.92 1.91 -0.14
H -1.86 -0.76 0.65
H -1.98 -0.43 -1.30

The net charge is -1. As for the orbital gap: 6.30 eV. Its spin multiplicity is 1.

Mulliken atomic charge list, values in e, 2 entries: atom 1 (C): 0.7338, atom 2 (C): -0.3349


Calculated values (kcal/mol) of ΔE to the lowest compared entry with this formula, charge and spin for the records, taken in order: 3.3; 30.0.
Calculated values (a.u.) of energy for the records, taken in order: -5859.03089; -1079.07093.